# C46H71BO29P

A 10-piece molecular cluster, C46H71BO29P overall at a distorted geometry (the ωB97M-V functional and the def2-TZVPD basis, the OMol25 dataset).

Structure (XYZ):
```
148
Properties=species:S:1:pos:R:3
P -2.09 0.18 0.61
O 0.76 -4.55 4.69
O -2.22 3.90 -8.01
O -3.52 0.90 3.74
O 1.23 -6.23 3.30
O -0.06 -4.53 2.59
O -4.21 1.46 5.80
O 4.92 7.07 -0.69
O 0.18 -9.23 5.01
O 1.66 4.42 -10.91
O -5.33 2.21 4.03
O -8.14 -1.43 1.69
O -2.05 3.10 0.44
O 6.01 13.19 -4.15
O 2.91 7.69 -1.49
O 3.18 5.63 -0.66
O -2.17 1.77 -7.28
O 8.85 -11.91 2.17
O 7.69 -12.80 3.89
O -1.76 1.88 -1.59
O 7.11 12.76 -2.23
O 6.73 -11.26 2.58
O -0.15 -10.83 3.48
O 1.83 -10.70 4.55
O -8.66 -0.42 3.64
O -1.18 3.38 -6.08
O 0.98 6.14 -12.17
O 6.17 11.08 -3.38
O -7.84 0.78 1.91
O 2.98 5.17 -12.58
C 1.12 4.53 -1.35
C -4.29 1.47 4.46
C 6.39 12.42 -3.34
C 2.11 -6.38 4.44
C -6.98 -1.87 -0.41
C 1.03 -0.17 0.20
C 1.17 -2.03 1.67
C -0.96 6.93 -10.93
C -7.17 0.39 0.71
C -2.24 -10.11 2.46
C 2.24 -1.46 2.33
C 0.52 4.99 -10.25
C 0.73 -10.30 4.36
C 1.77 5.81 -0.87
C -6.14 2.51 5.19
C 4.71 -10.73 3.84
C 1.75 6.94 -1.87
C 3.78 6.82 -0.92
C -1.43 -10.22 3.73
C -1.40 1.11 -6.26
C 6.99 10.48 -2.36
C 0.59 -5.06 3.45
C 6.49 -12.39 4.55
C -1.56 3.02 2.85
C 7.13 11.61 -1.38
C 5.69 -11.80 3.42
C -8.26 -0.36 2.52
C -1.02 -8.89 4.31
C 2.11 0.40 0.84
C -1.89 3.10 -7.21
C 2.70 -0.24 1.89
C 2.29 -4.99 6.54
C 6.34 9.24 -1.80
C -1.23 2.22 -5.25
C 0.56 -1.39 0.62
C -1.68 -1.14 -0.58
C -0.97 3.20 1.43
C -2.12 -0.11 -5.73
C -5.12 2.47 6.29
C -6.83 3.85 5.04
C -0.60 -2.11 -0.04
C -0.15 5.74 -11.38
C 1.97 5.24 -11.95
C 1.39 -5.58 5.49
C -7.85 -0.92 0.38
C 7.86 -11.98 2.81
B -1.94 1.94 -0.25
H 2.69 -1.97 3.17
H 0.55 0.34 -0.64
H 0.88 5.65 -9.46
H -1.63 -0.50 -4.84
H -4.56 3.40 6.40
H -0.79 -8.14 3.55
H -0.44 0.82 -6.69
H 0.59 -6.17 5.96
H -1.96 -10.83 4.46
H -6.11 0.28 0.93
H 2.89 -5.76 7.02
H -2.59 -1.72 -0.74
H 1.87 6.60 -2.90
H 3.54 0.20 2.41
H -3.46 0.06 0.93
H -2.15 -0.89 -6.48
H 1.69 4.10 -2.18
H 5.30 9.44 -1.54
H -7.29 4.15 5.98
H 6.87 8.89 -0.91
H -0.77 5.07 -11.98
H 6.00 -13.24 5.02
H -1.25 3.84 3.50
H -0.31 7.70 -10.51
H 1.11 3.79 -0.56
H -6.88 1.72 5.30
H 0.80 -3.01 1.98
H -7.31 1.15 -0.06
H -6.62 -1.41 -1.32
H 4.11 -10.40 2.99
H -2.65 3.02 2.87
H -1.48 7.38 -11.78
H 1.70 -4.49 7.31
H -3.16 0.13 -5.49
H -5.53 2.18 7.25
H 6.29 11.68 -0.69
H 3.08 -5.96 4.17
H -0.11 4.22 -9.83
H 5.24 -9.85 4.22
H -1.40 -0.76 -1.56
H -8.80 -0.75 -0.14
H -1.76 -8.49 5.00
H -0.20 2.44 1.27
H 5.17 -12.58 2.85
H -0.23 -2.72 -0.87
H -3.13 -9.49 2.61
H -6.13 -2.21 0.19
H -1.04 -2.80 0.68
H -1.36 0.13 1.80
H -0.55 4.20 1.38
H 4.04 -11.10 4.61
H 6.34 8.44 -2.53
H -0.32 2.12 -4.66
H 7.96 10.23 -2.81
H -1.64 -9.69 1.65
H 0.85 7.55 -1.80
H -6.13 4.62 4.72
H 2.95 -4.24 6.11
H -7.61 3.79 4.28
H -7.55 -2.77 -0.68
H 6.75 -11.65 5.32
H -2.08 2.71 -1.99
H 1.33 6.12 0.09
H 2.23 -7.42 4.71
H -2.09 2.31 -4.57
H -1.70 6.64 -10.19
H 0.10 4.71 -1.68
H -1.24 2.05 3.23
H 8.06 11.57 -0.81
H -2.56 -11.10 2.13
H 2.50 1.36 0.53
```

For the LUMO energy, the calculation gives -3.197 eV. The value obtained for the highest occupied orbital energy is -0.429 Ha. Its charge is +1. The HOMO-LUMO gap comes out at 8.47 eV. The largest force on an atom comes out at 0.0383 hartree/bohr.